# C22H43MnN2P3Se

C22H43MnN2P3Se as an isolated structure (ωB97M-V/def2-TZVPD, OMol25).

Each line ends with the Mulliken charge.
Element x y z (Å)
Mn (0.12608, 0.09574, -0.24723)  -0.218
P (-1.52336, -2.03980, 0.58135)  1.381
P (1.75805, -0.03414, 2.12685)  1.188
P (1.32531, -1.35450, -1.57726)  1.207
H (-3.32970, 5.00463, -7.63155)  0.268
C (-3.28512, 4.05775, -8.17528)  -0.564
C (-4.37390, 3.29267, -8.34029)  -0.439
H (-5.34787, 3.58202, -7.93665)  0.241
C (-2.95094, -1.61818, 1.58750)  -1.225
C (-0.88148, -3.55056, 1.46757)  -1.416
C (-2.15173, -2.70128, -0.93135)  -1.372
C (3.05038, 1.24767, 1.74394)  -1.198
C (1.23712, 0.33217, 3.81767)  -1.344
C (2.73741, -1.59785, 2.00104)  -1.304
C (0.56432, -1.30592, -3.24123)  -1.141
C (1.57718, -3.12492, -1.21466)  -1.346
C (3.03371, -0.76758, -1.85474)  -1.185
H (-2.32874, 3.79729, -8.63518)  0.263
H (-4.34904, 2.37516, -8.93420)  0.242
H (-3.51392, -0.78568, 1.13370)  0.339
H (-2.68230, -1.39459, 2.63295)  0.344
H (-3.53388, -2.54873, 1.54558)  0.594
H (-0.68288, -3.48474, 2.56047)  0.536
H (0.05632, -3.90233, 0.98272)  0.356
H (-1.61173, -4.37092, 1.39764)  0.476
H (-2.78598, -1.95066, -1.42312)  0.413
H (-2.75490, -3.54214, -0.56481)  0.574
H (-1.37463, -3.05109, -1.62630)  0.307
H (3.66467, 1.14658, 2.66146)  0.546
H (2.59093, 2.24714, 1.68776)  0.404
H (3.67000, 1.06730, 0.84469)  0.328
H (2.18403, 0.16876, 4.38378)  0.612
H (0.43421, -0.21639, 4.29929)  0.318
H (0.89320, 1.39272, 3.80630)  0.369
H (3.38655, -1.48742, 2.88013)  0.558
H (3.33738, -1.79470, 1.08408)  0.334
H (2.16535, -2.52964, 2.15970)  0.384
H (1.08715, -2.06412, -3.84010)  0.527
H (0.68775, -0.30447, -3.68128)  0.376
H (-0.51037, -1.53644, -3.18403)  0.308
H (2.23738, -3.45948, -2.02609)  0.606
H (0.63872, -3.69619, -1.25063)  0.334
H (2.09121, -3.28516, -0.25315)  0.341
H (3.53927, -1.57283, -2.40645)  0.535
H (3.56568, -0.56249, -0.91155)  0.281
H (3.01124, 0.15043, -2.46039)  0.377
C (0.33058, 2.45512, -2.84004)  0.600
C (-0.97650, 2.08311, -3.18843)  -0.130
C (-1.52240, 2.51250, -4.39342)  -0.796
C (-0.77852, 3.33719, -5.24240)  -0.217
C (0.52126, 3.73728, -4.89095)  -0.743
C (1.07847, 3.30464, -3.68827)  -0.555
Se (1.07101, 1.84907, -1.20192)  -0.114
H (-1.07585, -0.07440, -1.22152)  -0.197
H (-1.55080, 1.44964, -2.50933)  0.177
H (-2.53432, 2.19084, -4.65104)  0.431
H (-1.22987, 3.66480, -6.17459)  0.314
H (1.09460, 4.38599, -5.55678)  0.414
H (2.08408, 3.60430, -3.38600)  0.422
N (0.14738, -0.91232, 2.01190)  -0.981
C (-1.28528, 0.27754, 2.18821)  0.414
C (-1.85485, 0.81537, 3.33282)  -0.708
C (-2.45983, 2.08234, 3.32284)  -0.591
C (-2.35428, 2.82988, 2.12630)  -0.845
C (-1.64103, 2.30772, 1.03233)  -0.328
N (-1.07104, 1.04949, 1.10668)  0.965
H (0.38231, -1.51906, 1.14021)  -0.420
H (0.04916, -1.76782, 2.71643)  0.508
H (-1.84124, 0.19385, 4.23020)  0.559
H (-3.03309, 2.51036, 4.18222)  0.492
H (-2.81158, 3.82536, 1.98420)  0.466
H (-1.49249, 2.83411, 0.05371)  0.344

## Properties
Spin multiplicity: 5
E_HOMO (spin up / spin down), eV: -14.67 / -14.67
E_LUMO (spin up / spin down), eV: -10.4 / -10.9
Charge: +3

# C10H13N

A 2-piece molecular cluster, C10H13N overall (ωB97M-V/def2-TZVPD, OMol25).

Each line ends with the Mulliken charge.
Element x y z (Å)
C (2.89860, 1.54411, -1.88349)  0.004
C (1.82788, 1.84650, -1.43180)  -0.348
C (0.50855, 2.20043, -0.88673)  -0.159
C (0.53047, 3.42731, -0.07235)  -0.597
C (0.53506, 4.42631, 0.59143)  0.128
H (3.85840, 1.27843, -2.28898)  0.407
H (0.12604, 1.39211, -0.30335)  -0.172
H (-0.21336, 2.33192, -1.70791)  0.295
H (0.55548, 5.29984, 1.21160)  0.417
C (1.19653, 0.21985, 1.05649)  -0.340
C (0.81578, -0.74013, 0.41263)  0.013
C (0.32975, -1.89544, -0.34293)  -0.921
C (-1.17868, -1.84172, -0.61815)  -0.529
C (-2.01719, -1.67260, 0.64398)  -0.504
N (-1.68993, -2.70908, 1.62732)  -0.631
H (1.52776, 1.06604, 1.60481)  0.446
H (0.88411, -1.96666, -1.28695)  0.313
H (0.55871, -2.80265, 0.21931)  0.398
H (-1.39991, -1.01111, -1.30954)  0.287
H (-1.45588, -2.77454, -1.10623)  0.358
H (-1.88293, -0.64896, 1.03577)  0.252
H (-3.07678, -1.78138, 0.37231)  0.404
H (-2.41046, -2.74397, 2.34917)  0.242
H (-0.82801, -2.44463, 2.11358)  0.237

## Properties
SMILES: C#CCC#C.C#CCCCN
E_HOMO, eV: -9.47
Energy above the lowest of the compared OMol25 structures with the same formula, charge and spin, kcal per mole: 143.4
E_LUMO, eV: 0.9

# C5H10NO

An isolated ion of composition C5H10NO and charge +1 (ωB97M-V/def2-TZVPD, OMol25).

Each line ends with the Mulliken charge.
Element x y z (Å)
C (-3.13790, -0.98024, -0.69480)  -1.167
C (-1.77722, -0.73404, -0.26687)  0.613
C (-0.78192, -0.55519, 0.37211)  -0.328
C (0.60641, -0.47031, 0.61701)  -0.224
O (1.18835, -1.42547, -0.26412)  -0.461
N (0.99162, 0.95595, 0.17747)  -0.150
C (2.35960, 1.38163, 0.41648)  -0.900
H (-3.88169, -0.85446, 0.25026)  0.286
H (-3.34101, -0.37451, -1.51989)  0.326
H (-3.25382, -2.11124, -0.75188)  0.325
H (0.94147, -0.74120, 1.59772)  0.444
H (0.77150, -1.35956, -1.12016)  0.369
H (0.64204, 1.12293, -0.76923)  0.410
H (0.35011, 1.52162, 0.77485)  0.396
H (2.62235, 1.92845, 1.35206)  0.312
H (3.13492, 0.66162, 0.25482)  0.369
H (2.56518, 2.03402, -0.42584)  0.380

## Properties
SMILES: CC#C[C@@H](O)[NH2+]C
E_HOMO, eV: -14.08
Energy above the lowest of the compared OMol25 structures with the same formula, charge and spin, kcal per mole: 82.6
E_LUMO, eV: -3.5
Charge: +1